Record 1
A cluster of 9 separate species, C28H49F15N2O22P2 in total, computed with ωB97M-V with the def2-TZVPD basis set.

Last column: Mulliken charge in e.
Geometry (Å):
P -18.091 16.743 7.381  0.17
P -15.385 8.473 3.923  0.48
F -10.126 8.517 6.641  -0.28
F -12.013 13.742 10.463  -0.25
F -15.407 20.506 11.352  -0.27
F -11.748 12.824 12.362  -0.29
F -20.018 7.130 8.083  -0.25
F -15.723 19.155 9.694  -0.24
F -10.941 10.425 7.183  -0.26
F -22.147 13.619 4.457  -0.25
F -18.816 5.551 8.982  -0.23
F -9.653 9.390 8.557  -0.25
F -17.432 20.095 10.665  -0.25
F -23.083 11.830 5.217  -0.25
F -22.552 13.445 6.580  -0.23
F -19.301 7.391 10.068  -0.25
F -11.584 11.644 10.555  -0.27
O -8.521 11.597 6.922  -0.50
O -16.830 6.716 7.897  -0.33
O -17.634 8.761 8.354  -0.54
O -15.572 11.675 11.042  -0.24
O -7.909 9.718 5.886  -0.31
O -14.992 11.090 13.013  -0.55
O -9.110 12.272 10.385  -0.12
O -15.889 17.254 11.426  -0.10
O -16.733 18.602 12.994  -0.56
O -20.433 11.301 4.891  -0.52
O -15.013 13.266 6.677  -0.60
O -20.046 12.844 6.518  -0.13
O -17.057 15.508 7.525  0.59
O -18.260 17.551 8.588  -0.66
O -16.874 8.507 4.462  -0.22
O -14.620 9.516 4.875  0.26
O -19.368 15.942 6.821  -0.08
O -9.341 14.025 11.702  -0.53
O -14.029 13.364 8.592  -0.45
O -17.576 17.521 6.081  -0.37
O -14.752 7.155 3.874  -0.73
O -15.406 9.231 2.512  -0.28
N -15.543 10.870 11.954  0.79
N -14.519 12.759 7.661  1.07
C -14.540 7.636 8.199  -0.75
C -17.373 16.819 4.854  -0.47
C -14.438 11.276 7.688  -0.05
C -16.123 9.559 11.679  -0.75
C -13.218 9.630 4.755  -0.70
C -15.330 14.945 11.563  -0.74
C -16.317 18.398 11.885  0.22
C -17.720 7.572 8.333  0.43
C -9.828 13.105 11.127  0.12
C -15.759 8.508 1.344  -0.79
C -9.859 9.647 7.279  0.94
C -15.872 15.783 8.296  0.41
C -6.774 10.358 5.291  -0.17
C -8.690 10.444 6.666  0.31
C -20.682 16.404 7.083  -0.79
C -17.617 9.658 4.837  -0.44
C -20.792 12.131 5.669  0.26
C -15.662 7.235 7.247  0.44
C -15.571 16.190 12.348  -0.54
C -22.172 12.762 5.489  0.89
C -18.969 6.851 8.881  0.81
C -7.097 11.317 4.168  -1.14
C -7.079 13.616 9.859  -1.20
C -18.432 12.781 8.271  -0.64
C -16.233 19.574 10.856  0.97
C -18.706 12.409 6.823  0.47
C -11.329 12.819 11.103  1.11
C -7.683 12.332 10.383  -0.14
H -13.527 10.862 7.270  -0.05
H -6.235 9.525 4.843  0.29
H -12.873 10.662 4.859  0.38
H -15.991 16.663 8.924  0.00
H -15.788 14.964 9.001  -0.60
H -14.883 8.376 0.707  0.28
H -16.319 16.596 4.716  0.24
H -7.220 14.398 10.608  0.37
H -6.009 13.520 9.676  0.38
H -20.659 17.406 7.515  0.36
H -14.995 15.825 7.658  0.33
H -16.583 9.064 12.531  0.36
H -18.677 13.820 8.458  0.15
H -15.332 10.901 7.199  -0.07
H -16.158 7.501 1.479  0.34
H -16.911 9.641 10.933  0.18
H -6.160 11.704 3.778  0.37
H -14.556 15.086 10.812  0.23
H -7.784 12.114 4.465  0.32
H -21.304 16.449 6.188  0.28
H -18.121 9.556 5.795  0.00
H -7.273 12.018 11.341  0.34
H -17.977 15.910 4.849  0.11
H -7.713 10.850 3.395  0.33
H -16.259 14.578 11.118  0.13
H -7.463 11.578 9.624  0.16
H -17.370 12.567 8.419  -0.20
H -15.099 14.102 12.219  0.51
H -18.396 9.878 4.108  0.44
H -15.324 8.927 11.293  0.25
H -7.540 13.990 8.945  0.30
H -15.319 6.421 6.613  0.42
H -14.670 16.519 12.871  0.32
H -18.941 12.103 8.955  0.47
H -18.009 12.841 6.103  0.34
H -14.849 8.420 8.886  -0.18
H -12.671 9.238 5.622  0.00
H -21.213 15.743 7.770  0.24
H -16.508 9.069 0.786  0.29
H -12.813 9.117 3.886  0.42
H -6.145 10.821 6.052  0.31
H -18.639 11.328 6.700  -0.44
H -17.754 17.393 4.011  0.28
H -17.028 10.577 4.895  0.36
H -16.298 15.982 13.134  0.35
H -14.252 6.745 8.763  0.46
H -13.654 7.839 7.598  0.24
H -15.959 8.069 6.619  -0.37
H -14.499 10.980 8.735  0.15

Forces on atoms 1 to 2 (eV/Å):
0.5 -1.3 -0.7
0.3 0.6 -0.2

The total energy is -137195.9860 eV. As for the SMILES: CCOC(=O)C(F)(F)F.CCOC(=O)C(F)(F)F.CCOC(=O)C(F)(F)F.CCOC(=O)C(F)(F)F.CCOC(=O)C(F)(F)F.COP(=O)(OC)OC.COP(=O)(OC)OC.C[N+](=O)[O-].C[N+](=O)[O-]. As for the multiplicity: 1. The net charge is 0. As for the largest force on an atom: 2.0 eV Å⁻¹.

=====

Record 2
A structure of composition C42H49N5ORe, computed with ωB97M-V with the def2-TZVPD basis set.

Last column: Mulliken charge in e.
Geometry (Å):
Re 1.469 -0.525 0.907  0.37
O 0.067 -0.410 3.057  -0.58
N 1.167 0.376 4.897  0.38
N -0.032 -1.539 -0.084  0.68
N 4.329 0.855 2.391  -0.26
N 0.117 1.189 0.045  1.01
N 2.188 0.189 2.771  0.06
C 0.409 -3.114 -1.877  0.71
C 0.462 -4.419 -2.356  -0.44
C -1.834 -2.855 2.048  -1.30
C -1.786 2.272 2.189  -1.52
C -0.715 -3.857 1.754  0.57
C 1.393 1.865 -2.427  2.85
C 2.214 -2.089 -3.295  -1.60
C -2.615 2.434 -1.469  0.75
C -3.853 2.553 -2.158  -1.13
C 3.013 -0.524 -0.164  -1.65
C 1.095 0.033 3.571  -0.25
C -4.153 0.155 -2.201  1.22
C -4.207 -2.261 -2.170  -1.19
C -0.196 -1.935 -4.016  -1.52
C 2.312 0.915 5.397  -0.26
C -0.048 0.226 5.690  -0.88
C 0.557 5.261 -0.967  -1.53
C -2.963 -2.330 -1.488  0.68
C 0.510 -3.650 2.648  -1.32
C -2.948 0.066 -1.520  -1.01
C -4.793 -1.072 -2.522  -0.95
C -0.006 4.912 0.248  -1.01
C 3.316 0.714 3.246  1.19
C 0.292 2.576 -0.236  -1.25
C 0.439 3.157 3.009  -1.28
C -0.723 3.358 2.032  0.49
C 3.399 1.098 4.616  -1.08
C 2.825 2.147 -2.889  -1.89
C 0.894 2.921 -1.460  0.68
C -0.306 -3.972 0.293  0.98
C -0.242 -5.258 -0.237  -0.93
C -2.164 1.184 -1.141  -0.11
C 0.463 1.732 -3.635  -1.36
C -0.964 0.623 -0.474  0.54
C 1.011 4.262 -1.807  -0.37
C -4.606 1.465 -2.515  -1.09
C 0.026 -2.894 -0.544  -0.99
C -1.067 -0.790 -0.510  -0.14
C -2.330 -1.160 -1.157  0.20
C 0.138 -5.491 -1.547  -1.60
C 0.763 -1.980 -2.822  2.37
C -0.149 3.583 0.641  0.75
H 0.075 2.936 4.017  0.40
H 1.457 4.526 -2.759  0.35
H 0.360 2.691 -4.150  0.43
H -0.534 1.401 -3.341  0.24
H 0.867 1.009 -4.346  0.35
H 0.180 0.470 6.724  0.37
H 5.191 1.283 2.669  0.22
H -0.357 5.689 0.918  0.41
H 2.293 1.182 6.443  0.36
H 0.757 -4.593 -3.384  0.38
H 0.076 -1.124 -4.693  0.39
H 2.475 -1.225 -3.911  0.30
H -5.739 -1.065 -3.050  0.42
H -1.366 1.271 2.131  0.01
H 1.063 2.335 2.661  0.12
H 3.209 1.296 -3.455  0.30
H -2.185 -3.000 3.073  0.53
H 1.196 -4.494 2.559  0.41
H -5.542 1.598 -3.043  0.41
H 0.211 -3.551 3.695  0.42
H -1.226 -1.778 -3.693  0.20
H -1.504 -1.825 1.958  -0.02
H 0.644 6.302 -1.251  0.35
H -2.566 2.366 1.432  0.39
H -0.502 -6.095 0.401  0.39
H -2.260 2.380 3.169  0.52
H 2.875 3.022 -3.540  0.46
H 0.177 -6.502 -1.933  0.36
H 1.066 4.049 3.058  0.49
H 3.801 -1.284 -0.145  0.49
H 4.304 1.523 5.020  0.42
H -2.055 3.328 -1.230  0.43
H 3.194 0.244 -0.924  0.67
H 2.896 -2.123 -2.445  0.31
H 0.671 -1.041 -2.277  -1.32
H -2.682 -3.010 1.379  0.39
H -4.703 -3.189 -2.427  0.44
H 2.368 -2.986 -3.899  0.42
H -2.534 -3.297 -1.259  0.53
H -0.159 -2.868 -4.583  0.40
H 3.489 2.321 -2.040  0.47
H 1.061 -2.749 2.362  0.11
H 1.399 0.913 -1.898  -2.10
H -1.120 -4.842 2.007  0.53
H -0.824 0.890 5.310  0.26
H -1.208 4.303 2.296  0.71
H -0.408 -0.798 5.619  0.26
H -4.205 3.545 -2.412  0.47
H 4.158 0.567 1.428  0.16

Forces on atoms 1 to 2 (eV/Å):
-0.1 -0.1 -0.1
0.0 0.0 0.0

Its expectation value of S² is 3.796. The total energy is -55977.2334 eV. As for the multiplicity: 4. The net charge is 0. As for the largest force on an atom: 0.2 eV Å⁻¹.

=====

Record 3
A structure of composition C17H14BBrN4NbS3, computed with ωB97M-V with the def2-TZVPD basis set.

Last column: Mulliken charge in e.
Geometry (Å):
Nb 10.865 10.205 6.243  -0.51
Br 13.906 11.150 6.770  0.01
S 11.057 11.045 3.862  -0.13
S 10.952 12.788 6.135  -0.08
S 11.101 13.976 3.359  -0.09
N 10.768 10.329 8.380  -0.03
N 8.199 9.133 7.609  -0.20
N 10.303 9.242 9.041  0.18
N 8.845 9.685 6.498  0.28
C 11.476 11.100 9.222  -0.26
C 13.116 6.027 5.060  -0.91
C 11.577 10.406 10.449  -1.04
C 10.780 9.322 10.341  -0.18
C 13.380 8.435 5.528  1.03
C 11.181 7.426 5.555  -0.79
C 7.827 10.330 5.791  -0.37
C 13.894 7.181 5.134  1.15
C 11.800 6.149 5.326  -0.78
C 6.876 9.394 7.573  -0.11
C 14.307 9.529 5.737  -0.35
C 16.089 8.087 4.726  -1.00
C 6.607 10.110 6.413  -0.90
C 11.982 8.556 5.775  1.80
C 15.606 9.331 5.350  -0.25
C 15.221 7.068 4.704  -0.53
C 11.115 12.700 4.366  0.28
B 9.109 8.324 8.603  -0.04
H 8.419 7.968 9.577  -0.09
H 15.515 6.026 4.448  0.28
H 11.964 12.004 8.898  0.55
H 11.157 5.300 5.485  0.41
H 10.071 7.429 5.754  0.44
H 7.969 10.683 4.782  0.47
H 5.694 10.386 5.990  0.45
H 12.225 10.670 11.284  0.38
H 16.381 10.093 5.517  0.37
H 9.538 7.286 8.147  -0.05
H 17.162 8.015 4.532  0.36
H 10.631 8.508 11.097  0.39
H 6.172 9.162 8.326  0.48
H 13.609 5.077 4.799  0.35

Forces on atoms 1 to 2 (eV/Å):
-0.7 1.5 -1.1
-0.5 -1.6 -1.1

The total energy is -128584.8658 eV. As for the multiplicity: 1. The net charge is +1. As for the largest force on an atom: 2.8 eV Å⁻¹.

=====

Record 4
A structure of composition C27H23N3O5PPdS3, computed with ωB97M-V with the def2-TZVPD basis set.

Last column: Mulliken charge in e.
Geometry (Å):
Pd 1.929 0.045 0.089  0.66
S 1.493 0.338 -2.090  -0.51
S 2.757 -1.239 2.641  1.37
S 3.724 1.447 -0.179  -0.33
P 0.350 -1.570 0.294  1.27
O -1.393 2.061 1.610  -0.61
O 2.110 0.070 2.376  -0.73
O 0.428 2.748 0.523  -0.43
O 3.403 -1.732 1.432  -0.62
O 3.544 -1.330 3.842  -0.75
N -0.828 4.456 -1.026  -0.51
N 6.040 2.668 -2.808  -0.51
N 3.177 1.023 -5.305  -0.56
C -0.771 5.889 -0.705  -0.69
C -0.547 -3.594 -1.473  -0.10
C 1.299 -3.100 4.022  -0.49
C 0.291 -4.034 4.207  -0.57
C -3.019 -0.014 -1.335  -0.96
C -0.870 2.769 0.792  -0.12
C -2.056 6.179 0.067  -0.55
C 2.990 0.983 -2.734  0.47
C 2.048 -4.303 -2.161  -0.77
C 5.095 2.144 -2.413  -0.12
C 0.971 -4.988 -2.709  -0.46
C -0.611 -3.463 2.064  -0.17
C -2.221 4.908 0.900  -0.93
C -2.226 -0.831 1.197  -0.56
C -3.485 -0.279 1.006  -0.60
C 0.383 -2.505 1.871  -0.10
C 3.112 1.017 -4.154  -0.12
C 0.530 -2.903 -0.927  0.92
C 1.354 -2.341 2.863  -0.13
C -3.885 0.126 -0.256  -0.49
C -1.666 3.791 -0.017  0.95
C -0.325 -4.633 -2.366  -0.79
C 3.925 1.498 -1.900  0.57
C -1.362 -0.991 0.121  0.92
C -0.664 -4.225 3.221  -0.81
C -1.763 -0.567 -1.148  -0.67
C 1.832 -3.259 -1.276  -0.89
H 0.096 6.085 -0.069  0.23
H -3.250 4.706 1.191  0.33
H -1.447 -4.963 3.345  0.41
H -1.167 -5.160 -2.797  0.41
H -4.868 0.558 -0.402  0.39
H -1.910 -1.111 2.194  0.49
H -1.179 4.299 -1.958  0.27
H 3.061 -4.572 -2.432  0.41
H -0.650 6.476 -1.615  0.42
H -1.631 4.968 1.817  0.38
H -2.483 3.235 -0.481  0.18
H -1.562 -3.313 -1.219  0.34
H -2.893 6.294 -0.628  0.26
H 2.069 -2.949 4.766  0.55
H 2.664 -2.713 -0.848  0.37
H 0.561 3.357 -0.235  0.37
H -1.360 -3.617 1.296  0.35
H -3.321 0.307 -2.324  0.43
H -1.995 7.081 0.676  0.38
H -1.090 -0.666 -1.992  0.44
H -4.144 -0.147 1.855  0.39
H 1.144 -5.794 -3.412  0.38
H 0.261 -4.621 5.117  0.38

Forces on atoms 1 to 2 (eV/Å):
0.0 0.5 0.4
0.0 -0.3 -0.2

The total energy is -88358.7939 eV. As for the multiplicity: 1. The net charge is -1. As for the largest force on an atom: 0.7 eV Å⁻¹.